Molecular formula: C15H28BrO9PS
Method: DFT, the ωB97M-V functional and the def2-TZVPD basis

## Properties
Energy above the lowest of the compared OMol25 structures with the same formula, charge and spin   0.0 kcal/mol
Highest occupied orbital energy   -8.6 eV
Spin multiplicity   1
E   -124604.180 eV

XYZ file:
```
55
Properties=species:S:1:pos:R:3:forces:R:3:mulliken_charge:R:1
C 6.131 0.653 0.822 0.118 0.101 -0.137 -0.953
C 6.572 1.112 -0.578 -0.191 -0.013 0.140 -0.460
S 5.844 2.687 -1.107 0.020 -0.020 0.007 -0.118
C 4.228 2.002 -1.549 0.145 0.073 0.015 -0.516
O 3.371 3.119 -1.798 -0.140 -0.164 -0.008 -0.177
P 1.841 2.797 -2.086 -0.049 -0.319 0.130 0.925
O 1.594 1.523 -2.757 -0.049 0.277 0.037 -0.618
O 1.356 4.024 -3.015 0.201 0.090 -0.006 -0.485
Br 2.000 5.697 -2.663 -0.124 -0.084 0.024 0.084
O 1.178 3.027 -0.673 0.241 0.400 -0.290 -0.128
C -0.121 3.621 -0.498 -0.277 -0.110 0.124 -0.576
C -1.251 2.625 -0.676 -0.051 0.133 0.100 -0.561
C -1.128 1.358 0.164 -0.139 -0.044 -0.183 -0.428
O -0.094 0.511 -0.282 0.022 -0.127 0.238 -0.356
C -0.553 -0.527 -1.125 -0.009 0.063 -0.127 -0.599
H 5.978 -0.426 0.850 0.008 0.015 0.035 0.264
H 6.890 0.908 1.561 -0.064 0.020 0.030 0.306
H 5.205 1.147 1.120 -0.019 -0.097 0.009 0.294
H 7.649 1.265 -0.613 -0.010 -0.054 -0.093 0.377
H 6.316 0.368 -1.334 0.102 0.012 -0.006 0.289
H 3.840 1.400 -0.725 -0.013 0.008 -0.027 0.298
H 4.310 1.393 -2.449 -0.052 -0.005 0.031 0.371
H -0.127 4.022 0.517 0.131 -0.121 0.011 0.337
H -0.233 4.464 -1.181 0.023 -0.026 -0.034 0.348
H -1.379 2.375 -1.733 0.065 -0.084 0.033 0.258
H -2.166 3.142 -0.358 0.009 0.009 -0.108 0.391
H -0.933 1.597 1.214 0.044 0.092 -0.048 0.283
H -2.085 0.826 0.128 0.056 0.012 0.078 0.338
H -0.926 -0.134 -2.077 0.012 -0.043 0.005 0.284
H -1.346 -1.109 -0.646 0.037 0.042 0.030 0.301
H 0.298 -1.172 -1.334 -0.006 0.030 -0.013 0.182
O -2.732 -0.869 1.858 -0.019 -0.040 0.032 -0.533
C -2.941 -0.401 2.936 0.007 -0.075 0.012 0.513
O -2.024 0.361 3.586 0.011 0.018 -0.008 -0.341
C -2.499 0.711 4.896 -0.011 0.007 0.047 -0.424
C -4.017 0.585 4.819 -0.024 0.002 -0.044 -0.492
C -4.183 -0.536 3.798 0.006 0.153 0.034 -0.430
H -2.064 0.014 5.615 -0.014 -0.002 0.006 0.255
H -2.151 1.715 5.123 0.018 -0.002 -0.029 0.316
H -4.473 0.383 5.786 0.026 -0.030 0.006 0.322
H -4.445 1.509 4.427 0.000 0.006 0.018 0.267
H -4.163 -1.525 4.260 -0.017 -0.012 -0.014 0.256
H -5.074 -0.457 3.182 0.003 -0.083 -0.017 0.308
O -3.553 -2.735 -1.795 0.007 0.003 0.019 -0.580
C -2.697 -3.543 -1.988 -0.051 -0.017 -0.075 0.542
O -1.449 -3.197 -2.391 -0.020 0.017 -0.051 -0.295
C -0.658 -4.366 -2.650 0.036 -0.041 0.023 -0.422
C -1.317 -5.480 -1.842 -0.031 0.007 0.034 -0.507
C -2.781 -5.054 -1.866 0.143 -0.004 0.081 -0.431
H -0.680 -4.565 -3.724 -0.006 -0.015 0.003 0.260
H 0.365 -4.152 -2.351 -0.009 0.037 -0.002 0.306
H -1.129 -6.469 -2.256 -0.014 0.013 -0.036 0.333
H -0.942 -5.462 -0.818 0.015 -0.008 -0.006 0.267
H -3.308 -5.432 -2.745 -0.026 -0.002 0.011 0.251
H -3.344 -5.325 -0.977 -0.068 0.003 -0.041 0.300
```
Positions in Å, forces in eV/Å.